Entry from the OMol25 dataset: a single C4H10N2OS molecule in a non-equilibrium geometry (wB97M-V/def2-TZVPD).

Structure (XYZ):
```
18
Properties=species:S:1:pos:R:3
C 0.62 1.75 -0.81
C -0.24 -0.34 -0.16
C 0.48 -1.56 0.40
C -1.68 -0.16 0.22
H 1.34 1.45 -1.60
H -0.39 2.05 -1.19
H 1.08 2.56 -0.35
H -0.17 -0.40 -1.24
H -0.16 -2.45 0.19
H 0.55 -1.61 1.50
H 2.38 -2.45 0.38
H 2.42 -0.78 -0.30
H -0.97 1.39 1.28
H -2.77 1.58 1.17
N 1.80 -1.71 -0.17
N -1.80 0.91 0.99
O 0.46 0.75 0.21
S -2.95 -0.97 -0.54
```

Its orbital gap is 8.69 eV. For the HOMO energy, the calculation gives -0.300 hartree. Its structure (SMILES) is CO[C@@H](CN)C(N)=S. The spin multiplicity is 1. The value obtained for the relative energy (zero: lowest compared OMol25 entry of this formula, charge and spin) is 258.7 kJ/mol. The value obtained for the LUMO energy is 0.520 eV. Its strongest force on any atom is 5.65 eV/Å.

---

Entry from the OMol25 dataset: a molecular structure, C25H46AlO2P2 in a non-equilibrium geometry (wB97M-V/def2-TZVPD).

Structure (XYZ):
```
76
Properties=species:S:1:pos:R:3
Al 0.15 -0.18 1.20
C -1.94 1.64 0.74
C -2.41 0.75 -0.26
C -1.94 -0.51 1.62
C -1.67 0.90 1.93
C -2.46 -0.56 0.27
C -1.99 3.11 0.66
H -1.69 3.47 -0.33
H -1.33 3.57 1.42
H -3.02 3.46 0.86
C -1.76 1.47 3.32
H -1.41 2.50 3.37
H -1.17 0.87 4.02
H -2.80 1.45 3.67
C -2.32 -1.52 2.66
H -3.39 -1.42 2.91
H -1.73 -1.39 3.58
H -2.14 -2.54 2.29
C -3.18 -1.69 -0.34
H -4.27 -1.53 -0.30
H -2.96 -2.63 0.16
H -2.89 -1.79 -1.39
C -2.99 1.17 -1.56
H -3.99 1.62 -1.42
H -3.10 0.33 -2.25
H -2.37 1.92 -2.06
C 1.48 0.45 -2.06
C 0.43 1.26 -2.25
C -0.15 1.50 -3.61
C -1.07 0.38 -4.19
C -1.14 -0.90 -3.40
C -0.06 -1.69 -3.26
C 1.25 -1.35 -3.91
C 2.12 -0.26 -3.23
H 0.66 1.70 -4.34
H -0.74 0.16 -5.22
H -0.75 2.43 -3.57
H 2.41 0.48 -4.00
H 2.01 0.35 -1.11
H 0.01 1.87 -1.45
H 3.06 -0.73 -2.89
H 1.85 -2.27 -3.97
H -0.16 -2.71 -2.90
H 1.06 -1.04 -4.96
H -2.09 0.80 -4.29
H -2.15 -1.26 -3.17
P 1.81 1.79 1.51
C 1.64 2.82 3.01
H 2.41 3.60 3.04
H 1.74 2.19 3.91
H 0.66 3.31 3.02
C 3.56 1.26 1.58
H 4.23 2.11 1.75
H 3.83 0.78 0.63
H 3.68 0.53 2.39
C 1.82 3.07 0.22
H 2.07 2.62 -0.75
H 2.55 3.86 0.46
H 0.82 3.50 0.15
P 1.06 -2.43 0.64
C -0.20 -3.40 -0.20
H 0.25 -4.32 -0.62
H -0.64 -2.81 -1.01
H -0.99 -3.67 0.51
C 2.51 -2.40 -0.44
H 2.22 -2.23 -1.48
H 3.06 -3.35 -0.35
H 3.17 -1.58 -0.12
C 1.55 -3.45 2.07
H 1.90 -4.43 1.71
H 0.69 -3.61 2.73
H 2.35 -2.97 2.65
O 2.46 -0.28 4.07
C 1.28 -0.61 4.04
O 0.47 -0.52 2.99
H 0.75 -1.05 4.91
```

Its orbital gap is 7.16 eV. For the HOMO energy, the calculation gives -0.380 hartree. The spin multiplicity is 1. The value obtained for the relative energy (zero: lowest compared OMol25 entry of this formula, charge and spin) is 0.0 kJ/mol. The value obtained for the LUMO energy is -3.179 eV. Its charge is +1. Its strongest force on any atom is 2.55 eV/Å.

---

Entry from the OMol25 dataset: a single C2H7NO molecule in a non-equilibrium geometry (wB97M-V/def2-TZVPD).

Structure (XYZ):
```
11
Properties=species:S:1:pos:R:3
O -0.12 -0.87 1.66
H -0.66 -1.41 1.07
C 0.22 -0.30 -1.27
C -0.01 0.39 1.05
N -0.53 0.47 -0.27
H -0.44 -0.73 -2.01
H 0.69 -1.13 -0.76
H 1.05 0.33 -1.61
H 1.04 0.71 1.01
H -0.53 1.12 1.69
H -0.71 1.41 -0.57
```

Its orbital gap is 10.01 eV. For the HOMO energy, the calculation gives -0.330 hartree. Its structure (SMILES) is CNCO. The spin multiplicity is 1. The value obtained for the relative energy (zero: lowest compared OMol25 entry of this formula, charge and spin) is 89.8 kJ/mol. The value obtained for the LUMO energy is 1.028 eV. Its strongest force on any atom is 1.83 eV/Å.

---

Entry from the OMol25 dataset: a molecular structure, C18H38N5O15V2 in a non-equilibrium geometry (wB97M-V/def2-TZVPD).

Structure (XYZ):
```
78
Properties=species:S:1:pos:R:3
O 9.87 -15.16 20.10
V 9.22 -14.45 18.86
O 8.05 -13.62 19.42
O 11.84 -20.38 18.90
V 10.73 -19.30 18.87
O 10.50 -18.63 20.31
N 11.55 -16.68 17.03
O 11.15 -15.66 17.60
O 11.80 -17.65 17.73
O 11.54 -16.75 15.80
N 8.10 -17.17 17.46
O 8.85 -17.88 18.07
O 7.89 -16.05 17.87
O 7.88 -17.39 16.27
N 9.38 -13.75 15.37
O 9.38 -14.87 14.98
O 9.26 -13.51 16.58
O 9.43 -12.87 14.52
C 11.94 -21.09 11.87
C 12.82 -21.20 13.19
C 14.01 -21.98 12.70
C 15.18 -21.99 13.70
C 15.62 -20.51 14.03
C 14.46 -19.69 14.57
N 13.22 -19.85 13.62
O 12.19 -19.09 14.03
C 14.08 -20.03 16.09
C 14.87 -18.21 14.33
C 12.04 -22.08 14.24
H 12.55 -20.61 11.10
H 11.03 -20.52 12.06
H 11.64 -22.03 11.40
H 13.67 -22.97 12.40
H 14.39 -21.76 11.70
H 16.10 -22.45 13.35
H 14.92 -22.57 14.58
H 16.10 -20.05 13.16
H 16.29 -20.61 14.88
H 14.93 -19.91 16.76
H 13.11 -19.64 16.41
H 13.91 -21.10 16.11
H 15.23 -17.98 13.33
H 14.06 -17.54 14.59
H 15.74 -18.05 14.98
H 11.27 -22.66 13.73
H 11.62 -21.50 15.05
H 12.65 -22.93 14.57
H 12.22 -19.32 14.96
C 12.64 -9.86 13.14
C 13.69 -10.96 13.30
C 14.88 -10.30 14.16
C 15.94 -11.34 14.74
C 15.09 -12.36 15.56
C 13.95 -13.11 14.89
N 13.15 -12.09 14.11
O 11.94 -12.56 13.55
C 14.57 -14.34 14.18
C 13.01 -13.60 15.97
C 14.26 -11.39 11.92
H 11.74 -10.13 12.59
H 13.07 -9.04 12.56
H 12.37 -9.47 14.12
H 15.54 -9.68 13.55
H 14.51 -9.73 15.01
H 16.85 -10.88 15.14
H 16.38 -11.74 13.83
H 14.59 -11.83 16.38
H 15.74 -13.07 16.07
H 15.33 -14.05 13.46
H 14.81 -15.10 14.92
H 13.90 -14.80 13.46
H 12.21 -14.17 15.50
H 13.49 -14.24 16.70
H 12.51 -12.85 16.59
H 14.67 -12.37 12.14
H 14.97 -10.71 11.45
H 13.41 -11.57 11.27
H 11.31 -11.94 13.94
```

Its orbital gap is 4.74 eV. For the HOMO energy, the calculation gives -0.197 hartree. The spin multiplicity is 1. The value obtained for the LUMO energy is -0.634 eV. Its charge is -1. Its strongest force on any atom is 6.60 eV/Å.

---

Entry from the OMol25 dataset: 8 unconnected molecules or ions with the total composition C25H74N7O7 in a non-equilibrium geometry (wB97M-V/def2-TZVPD).

Structure (XYZ):
```
113
Properties=species:S:1:pos:R:3
N 0.34 -0.22 -0.15
H 0.91 -0.62 0.73
H -0.43 -0.89 0.06
H 1.06 -0.18 -0.92
H 0.10 0.68 -0.09
C 3.80 -2.69 -1.16
C 4.39 -2.27 -2.55
C 3.21 -1.89 -3.41
O 2.03 -2.95 -3.40
C 2.29 -3.92 -4.22
N 5.24 -1.12 -2.41
H 4.67 -3.02 -0.53
H 3.00 -3.59 -1.43
H 3.20 -2.20 -0.59
H 4.85 -2.94 -3.21
H 3.69 -1.83 -4.44
H 3.09 -0.98 -2.95
H 3.14 -4.69 -3.92
H 2.44 -3.60 -5.31
H 1.42 -4.58 -4.28
H 5.86 -1.00 -3.30
H 5.83 -1.21 -1.65
C -0.12 2.13 -3.40
C -1.38 2.12 -2.65
C -2.65 2.50 -3.34
O -3.76 2.38 -2.54
C -5.05 2.75 -3.08
N -1.58 0.84 -2.07
H 0.45 1.78 -2.61
H -0.02 3.26 -3.72
H -0.22 1.47 -4.19
H -1.28 3.08 -1.93
H -2.81 1.78 -4.28
H -2.52 3.48 -3.72
H -5.79 2.63 -2.31
H -5.21 2.42 -3.94
H -5.02 3.87 -3.49
H -2.03 0.26 -2.66
H -2.44 0.72 -1.71
C 5.10 0.75 0.35
C 3.67 1.10 0.57
C 3.63 2.56 1.22
O 3.78 2.39 2.66
C 3.85 3.63 3.37
N 2.99 1.07 -0.72
H 5.50 1.25 -0.43
H 5.11 -0.22 0.38
H 5.75 1.18 1.07
H 3.20 0.37 1.23
H 2.63 3.04 1.07
H 4.33 3.24 0.72
H 3.93 3.48 4.44
H 3.20 4.51 3.18
H 4.77 4.04 3.01
H 3.60 0.38 -1.26
H 3.23 1.90 -1.24
C -2.62 -1.92 2.11
C -3.25 -0.47 2.05
C -3.61 0.14 3.38
O -4.55 -0.78 3.95
C -5.05 -0.13 5.29
N -2.30 0.48 1.50
H -3.21 -2.61 2.77
H -1.57 -1.67 2.46
H -2.53 -2.36 1.03
H -4.06 -0.48 1.17
H -4.20 1.10 3.30
H -2.72 0.31 4.11
H -5.80 -0.99 5.59
H -5.70 0.84 5.16
H -4.41 -0.19 6.29
H -1.51 0.90 2.08
H -2.64 1.28 1.06
C -1.81 -3.83 -4.26
C -1.64 -2.72 -3.25
C -2.91 -2.24 -2.50
O -3.63 -1.51 -3.31
C -4.89 -0.91 -2.73
N -0.65 -3.07 -2.35
H -0.86 -3.94 -4.65
H -2.67 -3.41 -4.93
H -2.31 -4.74 -3.73
H -1.27 -1.83 -3.73
H -2.62 -1.54 -1.49
H -3.47 -3.18 -2.24
H -5.27 -0.19 -3.65
H -4.84 -0.47 -1.69
H -5.78 -1.69 -2.35
H 0.16 -3.15 -2.67
H -0.92 -3.98 -2.29
C 1.40 0.57 4.30
C 0.27 1.52 3.74
C 0.39 2.86 4.39
O -0.44 3.74 3.63
C -0.22 5.06 4.04
N 0.39 1.80 2.30
H 1.07 0.54 5.41
H 2.37 0.82 4.01
H 1.44 -0.37 3.86
H -0.50 0.91 3.92
H 1.48 3.11 4.47
H -0.04 2.76 5.49
H 0.67 5.43 3.72
H -0.13 5.32 5.09
H -1.15 5.60 3.55
H 1.41 2.02 2.10
H -0.19 2.61 2.46
C 0.70 -3.92 2.31
O 1.09 -2.53 2.11
H 0.16 -4.14 3.29
H 1.63 -4.45 2.40
H 0.22 -4.17 1.33
H 2.15 -2.55 1.77
```

Its orbital gap is 9.06 eV. For the HOMO energy, the calculation gives -0.402 hartree. The spin multiplicity is 1. The value obtained for the relative energy (zero: lowest compared OMol25 entry of this formula, charge and spin) is 189.7 kJ/mol. The value obtained for the LUMO energy is -1.876 eV. Its charge is +1. Its strongest force on any atom is 9.12 eV/Å.

---

Entry from the OMol25 dataset: a molecular structure, C3H3DyLi2O3 in a non-equilibrium geometry (wB97M-V/def2-TZVPD).

Structure (XYZ):
```
12
Properties=species:S:1:pos:R:3
O -0.10 -1.87 -0.79
Li -1.15 -3.20 -0.18
C -0.06 -0.72 -0.25
O 1.25 -0.44 0.07
C 1.73 0.91 -0.28
H 2.28 0.80 -1.23
H 2.46 1.14 0.50
Dy -0.30 2.09 -0.22
C -2.04 0.05 0.16
O -2.21 0.81 -0.91
Li 0.16 0.32 1.86
H -2.02 0.11 1.27
```

Its orbital gap (alpha / beta) is 7.35 / 6.78 eV. For the HOMO energy (alpha / beta), the calculation gives -0.580 / -0.605 hartree. The spin multiplicity is 6. The value obtained for the LUMO energy (alpha / beta) is -8.443 / -9.688 eV. Its charge is +2. Its strongest force on any atom is 5.90 eV/Å.